73
Properties=species:S:1:pos:R:3:forces:R:3:lowdin_charge:R:1 method="wB97M-V/def2-TZVPD" smiles="CCCCCC[C@@H](COC[C@@H](Cl)CC)OC.O=S1(=O)CCCC1.O=S1(=O)CCCC1" spin_multiplicity=1 e_tot_ev=-68951.3026 max_force_ev_per_a=0.435 homo_lumo_gap_ha=0.356
C 3.903191 0.206458 1.749856 -0.10 -0.10 0.01 -0.09
C 3.632393 -0.189401 0.282329 0.06 0.12 0.20 -0.25
C 3.887069 0.944871 -0.719947 -0.09 0.05 0.09 -0.20
C 2.670993 1.879831 -0.938590 0.40 -0.13 0.11 -0.19
C 2.957052 3.338043 -0.594179 -0.02 0.10 0.07 -0.21
C 1.737942 4.252856 -0.698072 0.09 -0.06 -0.32 -0.13
C 0.507428 3.844921 0.102899 -0.15 0.37 -0.15 -0.34
C 0.801631 3.346389 1.508549 -0.01 0.07 0.19 -0.14
O -0.215942 2.498556 2.007735 -0.21 -0.02 0.19 -0.15
C -0.159056 1.207866 1.473890 -0.09 -0.36 -0.05 -0.28
C -1.301348 0.366231 2.008667 0.29 -0.06 -0.04 -0.62
Cl -2.867562 1.171336 1.625439 -0.11 0.01 0.00 0.66
C -1.283452 -1.056851 1.468119 0.00 -0.23 -0.12 -0.27
C -1.324640 -1.198795 -0.054297 0.07 0.10 0.23 -0.09
O -0.312956 5.012894 0.156269 0.05 -0.15 -0.13 -0.16
C -1.680313 4.778090 0.455737 0.00 0.13 0.03 -0.09
H 2.992479 0.212650 2.351935 0.00 0.06 0.00 0.05
H 4.353406 1.197132 1.828527 0.01 0.03 -0.01 0.06
H 4.586659 -0.495738 2.231789 -0.01 0.03 -0.01 0.06
H 2.596515 -0.524220 0.196110 -0.01 -0.10 -0.13 0.09
H 4.240742 -1.055826 0.029245 0.04 0.02 -0.06 0.08
H 4.212496 0.516948 -1.669024 -0.08 0.02 -0.05 0.10
H 4.730557 1.540126 -0.353349 0.03 -0.02 -0.08 0.10
H 2.368281 1.831314 -1.986914 -0.23 -0.05 0.04 0.12
H 1.843188 1.509309 -0.326775 0.00 0.04 -0.18 0.08
H 3.723160 3.713869 -1.278394 0.03 0.01 0.04 0.12
H 3.393391 3.407645 0.408069 0.01 -0.06 -0.03 0.10
H 1.429566 4.293787 -1.747508 -0.01 0.10 0.03 0.12
H 1.998903 5.276004 -0.421131 0.04 -0.02 0.10 0.12
H -0.053355 3.084833 -0.453874 0.12 -0.14 0.08 0.14
H 0.807414 4.216093 2.165859 0.13 0.01 0.03 0.15
H 1.766996 2.838320 1.592117 0.02 -0.02 -0.07 0.11
H 0.780270 0.713667 1.767750 0.01 -0.02 -0.01 0.13
H -0.193409 1.206776 0.377157 -0.07 0.08 0.07 0.11
H -1.247901 0.338217 3.096032 -0.09 0.12 0.00 0.11
H -0.374496 -1.541229 1.840234 0.00 0.04 0.04 0.11
H -2.123599 -1.599903 1.907572 0.01 0.07 0.03 0.11
H -1.452385 -2.244739 -0.326052 -0.05 -0.02 -0.01 0.08
H -0.390400 -0.869810 -0.508424 -0.01 0.05 -0.06 0.07
H -2.145255 -0.623825 -0.482219 0.02 -0.03 -0.09 0.04
H -2.291418 5.227116 -0.330671 -0.02 -0.04 -0.03 0.08
H -1.902953 3.714291 0.540651 -0.05 0.04 -0.02 0.05
H -1.937035 5.261502 1.401333 -0.01 -0.08 0.04 0.09
O 1.564632 -3.436593 0.719890 -0.02 0.11 -0.02 -0.33
S 2.743484 -4.178012 0.345874 0.08 -0.12 -0.03 0.66
O 3.747434 -3.586662 -0.499434 -0.02 0.14 0.00 -0.32
C 3.502510 -4.829452 1.830981 0.00 -0.12 0.12 -0.23
C 2.836536 -6.187869 2.024786 -0.02 0.01 -0.06 -0.22
C 2.777556 -6.828350 0.630420 -0.01 0.05 0.01 -0.21
C 2.244037 -5.765243 -0.337863 -0.03 -0.21 0.05 -0.22
H 3.335336 -4.125721 2.643033 -0.01 0.05 -0.05 0.11
H 4.568953 -4.927722 1.630800 0.01 0.02 -0.02 0.11
H 3.391389 -6.803454 2.730860 0.00 -0.01 0.00 0.11
H 1.826907 -6.053140 2.418163 0.00 0.01 0.01 0.12
H 3.780016 -7.135151 0.326802 0.01 0.02 0.00 0.12
H 2.145800 -7.714847 0.619707 0.00 -0.01 -0.01 0.11
H 2.659443 -5.846180 -1.338544 -0.01 0.06 -0.02 0.10
H 1.156897 -5.763022 -0.386769 -0.01 0.06 0.02 0.10
O -5.500627 -1.576843 -3.027256 0.02 -0.05 -0.02 -0.32
S -4.816406 -0.322334 -2.837995 0.03 0.05 0.02 0.66
O -3.412740 -0.207691 -3.141118 0.02 -0.06 -0.02 -0.33
C -5.732538 0.962272 -3.686946 -0.13 0.12 0.01 -0.23
C -6.729856 1.458785 -2.645152 0.03 -0.03 0.03 -0.22
C -5.943434 1.565344 -1.330572 -0.01 -0.03 -0.05 -0.21
C -5.139164 0.269542 -1.172097 -0.09 0.21 0.12 -0.23
H -6.186631 0.533264 -4.576765 0.05 -0.06 0.00 0.11
H -5.019175 1.737719 -3.964435 0.02 -0.01 0.00 0.11
H -7.165227 2.413439 -2.936664 -0.01 0.00 0.00 0.11
H -7.542735 0.737606 -2.537909 0.00 -0.01 -0.01 0.12
H -5.262034 2.416983 -1.380453 0.01 0.00 -0.01 0.12
H -6.600262 1.721526 -0.476446 0.00 0.01 0.01 0.11
H -4.188998 0.428687 -0.671308 0.04 -0.09 0.00 0.03
H -5.705352 -0.504484 -0.658035 0.01 -0.06 -0.06 0.11


17
Properties=species:S:1:pos:R:3:forces:R:3:lowdin_charge:R:1 method="wB97M-V/def2-TZVPD" relative_energy_kcal_mol=35.9 smiles="CC1=CCC[C@H]1O" spin_multiplicity=1 e_tot_ev=-8429.6828 max_force_ev_per_a=1.343 homo_lumo_gap_ha=0.357
C 2.161452 0.113354 0.261763 -0.25 -0.06 -0.23 -0.06
C 0.681876 -0.073620 -0.074978 -0.09 -0.19 -0.04 -0.25
C 0.061265 -1.216266 0.239103 0.12 0.09 0.05 -0.08
C -1.436903 -1.128693 0.388439 0.32 0.17 0.09 -0.21
C -1.733792 0.074543 -0.534939 0.08 0.08 0.23 -0.10
C -0.293055 0.988455 -0.575672 0.48 -0.66 -0.12 -0.22
O 0.131757 2.303950 -0.065085 -1.25 -0.36 0.34 -0.07
H 2.285204 0.550224 1.279800 -0.21 -0.14 -0.66 0.08
H 2.723416 0.742090 -0.445150 -0.21 -0.26 0.17 0.08
H 2.606437 -0.895771 0.326429 -0.01 0.49 -0.13 0.08
H 0.606794 -2.150711 0.322765 0.00 0.06 0.66 0.11
H -1.709867 -0.896757 1.430933 0.29 -0.09 -0.15 0.11
H -1.891605 -2.121260 0.198268 -0.21 0.81 -0.48 0.11
H -1.883020 -0.407847 -1.534315 0.56 0.98 0.42 0.11
H -2.675115 0.607962 -0.333868 0.54 0.07 0.21 0.10
H -0.278938 1.199012 -1.654500 0.63 -0.24 0.29 0.13
H 0.644090 2.311329 0.771014 -0.80 -0.73 -0.65 0.09


15
Properties=species:S:1:pos:R:3:forces:R:3:lowdin_charge:R:1 method="wB97M-V/def2-TZVPD" relative_energy_kcal_mol=65.7 spin_multiplicity=1 e_tot_ev=-9406.9831 max_force_ev_per_a=0.562 homo_lumo_gap_ha=0.367
O -2.046622 1.288804 -0.244681 -0.33 0.07 -0.07 -0.05
C -1.514197 0.051154 0.183656 0.27 -0.32 0.15 -0.22
C -0.034126 0.216495 0.234742 0.00 0.01 0.10 -0.23
C 0.895203 0.079786 1.197731 -0.11 0.04 0.03 0.05
C 1.976633 0.498413 0.260736 0.47 0.07 0.05 -0.39
O 3.161905 0.684418 0.326351 -0.55 -0.11 -0.04 0.10
C 0.923346 0.636072 -0.870503 0.02 0.07 -0.16 -0.04
H -2.999232 1.185202 -0.349371 0.11 0.08 -0.02 0.09
H -1.894591 -0.249320 1.170475 0.04 0.12 -0.12 0.13
H -1.755812 -0.755314 -0.528027 0.07 0.11 0.09 0.12
H 0.189984 -2.756734 -0.582869 -0.01 -0.10 -0.06 0.06
H 0.857859 -0.198210 2.245846 0.01 0.03 -0.13 0.12
H 0.409400 -2.256233 -0.082122 0.02 -0.06 0.00 0.03
H 0.786161 1.647032 -1.262039 0.03 -0.09 0.05 0.12
H 1.044096 -0.071569 -1.699919 -0.04 0.09 0.14 0.11


15
Properties=species:S:1:pos:R:3:forces:R:3:lowdin_charge:R:1 method="wB97M-V/def2-TZVPD" relative_energy_kcal_mol=46.3 smiles="CN1C[C@H](S)C=N1" spin_multiplicity=1 e_tot_ev=-18091.7361 max_force_ev_per_a=2.104 homo_lumo_gap_ha=0.350
C 2.030553 -0.482529 -0.428564 -0.93 0.10 -0.74 -0.07
N 0.560830 -0.158288 -0.457830 1.85 -0.98 0.19 -0.24
C -0.256312 -0.669932 0.670172 0.60 0.76 -0.32 -0.20
C -1.425390 0.311562 0.584765 -0.37 -0.54 0.24 -0.64
S -2.720364 -0.316556 -0.532099 0.53 -0.27 -1.39 0.70
C -0.724092 1.491195 0.008068 -0.01 0.56 0.43 -0.21
N 0.391333 1.210479 -0.514371 0.12 -0.22 -0.52 0.06
H 2.443810 -0.104633 -1.383791 -0.22 -0.49 0.41 0.08
H 2.597247 0.055602 0.349908 -0.45 -0.34 0.18 0.07
H 2.138348 -1.584398 -0.352338 0.08 0.76 -0.03 0.08
H 0.334949 -0.478215 1.565883 -0.09 -0.11 0.50 0.11
H -0.512621 -1.729221 0.591923 0.01 0.28 -0.14 0.11
H -1.934934 0.522726 1.531141 0.16 -0.15 -0.19 0.10
H -1.868635 -0.576738 -1.633713 -0.89 0.36 1.33 -0.08
H -1.054719 2.508942 0.000845 -0.38 0.29 0.04 0.11


14
Properties=species:S:1:pos:R:3:forces:R:3:lowdin_charge:R:1 method="wB97M-V/def2-TZVPD" relative_energy_kcal_mol=2.8 spin_multiplicity=1 e_tot_ev=-34455.4551 max_force_ev_per_a=3.203 homo_lumo_gap_ha=0.321
C -1.482850 0.010493 -2.700689 0.17 0.32 -0.01 -0.23
C -0.163428 -0.069399 1.611734 -1.10 -1.40 -2.66 -0.09
C -0.819214 -0.603443 0.562807 -1.17 2.21 1.27 -0.95
C -1.974708 0.250284 -0.058378 0.56 -1.52 -2.59 -1.26
N -2.091606 -0.608873 -3.666159 -1.19 0.15 -0.32 0.03
N -3.259156 -1.079385 -3.133007 0.50 -0.66 0.25 -0.02
N -3.318433 -0.859416 -1.870062 1.26 0.46 -1.48 -0.09
N -2.190260 -0.157363 -1.569749 -0.37 0.55 2.42 -0.25
I -0.703024 -2.585805 0.055089 0.03 -0.36 -0.16 0.94
I -3.886397 -0.166414 0.805360 0.21 0.32 0.95 0.89
I -1.467879 2.319661 -0.058671 -0.29 0.22 -0.15 0.92
H -0.665317 0.691497 -2.918917 0.11 -0.46 0.72 0.12
H 0.515518 -0.664439 2.098847 1.55 -1.22 1.29 0.03
H -0.237396 0.935392 1.873248 -0.28 1.38 0.47 -0.02